[1]
Density functional theory data (ωB97M-V/def2-TZVPD) for C5H8N2 in the gas phase.

Calculated values
* frontier orbital gap: 11.408 eV
* ΔE to the lowest compared entry with this formula, charge and spin: 46.6 kcal/mol
* E: -8292.974 eV

Atoms and positions in Å:
N  -1.922  -0.240  -0.716
C  -0.714  -0.625  -0.034
C  0.380  -2.653  -1.209
N  -0.188  -1.894  -0.512
C  0.379  0.399  -0.229
C  1.539  0.404  0.718
C  0.526  1.514  0.756
H  -2.631  -0.961  -0.626
H  -1.737  -0.125  -1.709
H  -0.932  -0.737  1.034
H  0.593  0.610  -1.276
H  1.537  -0.329  1.522
H  2.525  0.612  0.315
H  0.815  2.488  0.377
H  -0.171  1.538  1.589

Forces on atoms 1 to 3 (eV/Å):
-0.062 -0.117 -0.105
0.084 0.177 0.147
-0.569 0.405 0.760

Löwdin atomic charge list, values in e, 2 entries: number 1, N, carries 0.066; number 2, C, carries -0.426

***

[2]
Density functional theory data (ωB97M-V/def2-TZVPD) for C10H9Br in the gas phase.

Calculated values
* SMILES: CC1=C(Br)c2ccccc2C1
* frontier orbital gap: 8.304 eV
* ΔE to the lowest compared entry with this formula, charge and spin: 4.1 kcal/mol
* E: -80556.972 eV

Atoms and positions in Å:
C  1.550  2.794  0.327
C  0.837  1.544  -0.072
C  1.433  0.200  -0.190
Br  3.251  -0.159  -0.148
C  0.408  -0.766  -0.167
C  0.506  -2.169  -0.033
C  -0.702  -2.891  0.059
C  -1.931  -2.230  0.010
C  -2.016  -0.851  -0.136
C  -0.844  -0.119  -0.119
C  -0.637  1.359  -0.258
H  2.568  2.525  0.503
H  1.145  3.280  1.091
H  1.637  3.552  -0.483
H  1.325  -2.780  0.069
H  -0.471  -3.903  0.208
H  -2.791  -2.728  0.166
H  -3.048  -0.445  -0.047
H  -0.896  1.944  -1.188
H  -1.323  1.842  0.409

Forces on atoms 1 to 3 (eV/Å):
1.612 -1.589 -4.704
1.888 -3.997 0.110
-1.365 5.967 0.692

Löwdin atomic charge list, values in e, 2 entries: number 1, C, carries -0.050; number 2, C, carries -0.216

***

[3]
Density functional theory data (ωB97M-V/def2-TZVPD) for 8 unconnected molecules or ions with the total composition C7H28BF4N14O7.

Calculated values
* frontier orbital gap: 9.245 eV
* ΔE to the lowest compared entry with this formula, charge and spin: 100.2 kcal/mol
* net charge: -1
* E: -54466.750 eV

Atoms and positions in Å:
B  12.343  -21.304  5.404
F  11.547  -21.700  4.323
F  13.323  -20.457  4.871
F  11.624  -20.700  6.411
F  13.037  -22.435  5.897
C  12.812  -19.329  9.074
O  12.810  -18.656  10.089
N  12.639  -20.621  9.006
N  13.004  -18.804  7.898
H  12.402  -21.203  9.797
H  12.692  -21.004  8.073
H  13.424  -19.315  7.135
H  13.173  -17.815  8.017
C  11.326  -24.988  4.253
O  11.209  -26.194  4.005
N  10.421  -24.120  4.563
N  12.482  -24.368  4.242
H  9.438  -24.303  4.707
H  10.729  -23.167  4.696
H  12.706  -23.469  4.644
H  13.248  -25.002  4.063
C  11.798  -24.603  8.277
O  11.641  -25.202  9.303
N  12.584  -25.020  7.287
N  11.513  -23.324  8.074
H  12.819  -26.001  7.247
H  12.579  -24.408  6.483
H  11.731  -22.942  7.165
H  11.026  -22.759  8.756
C  16.644  -21.310  6.067
O  17.868  -21.263  6.333
N  15.840  -22.212  6.518
N  16.010  -20.516  5.269
H  14.841  -22.243  6.375
H  16.240  -22.840  7.200
H  15.020  -20.657  5.127
H  16.558  -19.769  4.867
C  8.354  -21.676  7.121
O  8.169  -21.386  5.967
N  7.753  -22.671  7.758
N  9.271  -21.125  7.918
H  8.079  -23.036  8.641
H  7.055  -23.095  7.164
H  9.921  -20.464  7.518
H  9.374  -21.429  8.875
C  8.856  -20.903  2.145
O  8.384  -20.581  3.222
N  10.085  -21.301  1.937
N  8.322  -20.754  1.019
H  10.730  -21.372  2.711
H  10.438  -21.381  0.994
H  8.789  -20.590  0.139
H  7.313  -20.714  1.015
C  9.729  -17.792  6.011
O  8.983  -18.597  5.558
N  9.348  -16.724  6.617
N  11.054  -17.917  5.999
H  8.365  -16.492  6.631
H  10.031  -16.176  7.121
H  11.392  -18.805  5.658
H  11.536  -17.221  6.550

Forces on atoms 1 to 3 (eV/Å):
0.033 0.671 -1.425
0.079 0.303 0.600
-0.148 0.582 0.314

Löwdin atomic charge list, values in e, 2 entries: number 1, B, carries -1.266; number 2, F, carries 0.124

***

[4]
Density functional theory data (ωB97M-V/def2-TZVPD) for a molecular structure, C35H30GeN2O2V.

Calculated values
* frontier orbital gap (alpha / beta): 6.426 / 7.056 eV
* spin multiplicity: 2
* E: -126060.043 eV

Atoms and positions in Å:
V  -2.263  0.133  0.131
O  -2.430  -0.314  1.713
C  -2.596  -1.302  2.530
C  -2.568  -1.146  3.921
C  -2.857  -2.205  4.753
C  -3.161  -3.457  4.218
C  -3.131  -3.650  2.858
C  -2.836  -2.596  1.979
C  -2.782  -2.765  0.573
N  -2.370  -1.849  -0.261
C  -2.360  -2.248  -1.655
C  -1.977  -1.020  -2.508
N  -1.989  0.077  -1.611
C  -0.958  1.077  -1.639
C  -1.600  2.422  -1.784
C  -1.251  3.371  -2.721
C  -1.925  4.584  -2.763
C  -2.916  4.857  -1.832
C  -3.258  3.928  -0.866
C  -2.619  2.680  -0.836
O  -2.890  1.760  0.048
H  -2.306  -0.177  4.320
H  -2.863  -2.053  5.822
H  -3.404  -4.272  4.883
H  -3.316  -4.629  2.442
H  -3.090  -3.739  0.189
H  -1.634  -3.058  -1.807
H  -3.355  -2.620  -1.937
H  -0.983  -1.148  -2.972
H  -2.706  -0.881  -3.324
H  -0.213  0.897  -2.430
H  -0.456  3.159  -3.423
H  -1.668  5.312  -3.517
H  -3.426  5.811  -1.858
H  -4.013  4.143  -0.123
C  -0.425  0.951  -0.213
Ge  1.386  0.184  -0.016
C  2.190  0.264  -1.824
C  2.595  1.494  -2.331
C  3.049  1.609  -3.632
C  3.088  0.491  -4.449
C  2.668  -0.736  -3.963
C  2.226  -0.847  -2.656
C  1.621  -1.664  0.680
C  0.580  -2.352  1.283
C  0.747  -3.657  1.714
C  1.972  -4.283  1.558
C  3.031  -3.590  0.993
C  2.856  -2.291  0.554
C  2.339  1.485  1.152
C  1.661  2.065  2.219
C  2.278  3.002  3.029
C  3.588  3.376  2.779
C  4.273  2.809  1.718
C  3.653  1.870  0.914
H  -0.405  1.921  0.297
H  2.542  2.367  -1.692
H  3.374  2.571  -4.006
H  3.433  0.581  -5.469
H  2.689  -1.606  -4.605
H  1.897  -1.806  -2.273
H  -0.369  -1.848  1.409
H  -0.081  -4.182  2.169
H  2.105  -5.306  1.881
H  3.994  -4.070  0.890
H  3.683  -1.752  0.109
H  0.633  1.775  2.411
H  1.737  3.450  3.851
H  4.076  4.104  3.412
H  5.292  3.105  1.510
H  4.193  1.433  0.083

Forces on atoms 1 to 3 (eV/Å):
2.326 1.048 -2.887
-0.570 -0.637 5.101
-0.394 -2.296 1.005

Löwdin atomic charge list, values in e, 2 entries: number 1, V, carries 0.949; number 2, O, carries -0.144

***

[5]
Density functional theory data (ωB97M-V/def2-TZVPD) for 5 unconnected molecules or ions with the total composition C12H36N2O5.

Calculated values
* SMILES: COC[C@H](C)N.COC[C@H](C)N.CCO.CCO.O
* frontier orbital gap: 9.199 eV
* ΔE to the lowest compared entry with this formula, charge and spin: 14.5 kcal/mol
* E: -26243.641 eV

Atoms and positions in Å:
C  -2.966  -2.401  2.200
O  -2.919  -1.062  2.675
C  -2.537  -0.184  1.636
C  -2.383  1.208  2.206
C  -1.870  2.225  1.185
N  -1.556  1.206  3.414
H  -2.595  -3.035  3.004
H  -2.384  -2.523  1.288
H  -4.006  -2.687  2.022
H  -1.554  -0.459  1.242
H  -3.273  -0.163  0.831
H  -3.380  1.615  2.441
H  -0.988  1.764  0.721
H  -1.701  3.217  1.591
H  -2.560  2.331  0.342
H  -1.597  0.298  3.868
H  -1.941  1.828  4.118
C  2.458  1.210  -0.814
O  2.236  2.455  -0.235
C  2.242  2.377  1.192
C  1.506  3.610  1.722
C  2.212  4.933  1.614
N  1.113  3.397  3.131
H  2.622  1.234  -1.896
H  1.548  0.592  -0.741
H  3.298  0.624  -0.421
H  1.649  1.495  1.462
H  3.251  2.234  1.596
H  0.563  3.586  1.176
H  1.601  5.807  1.810
H  2.573  4.991  0.576
H  3.117  4.966  2.225
H  0.376  2.701  3.227
H  1.888  3.063  3.697
C  2.530  -1.873  -2.479
C  3.780  -2.701  -2.229
O  4.225  -3.153  -3.497
H  1.733  -2.421  -2.977
H  2.759  -1.029  -3.135
H  2.235  -1.460  -1.513
H  3.549  -3.564  -1.600
H  4.482  -2.070  -1.676
H  4.871  -3.861  -3.433
C  -3.039  -3.324  -2.222
C  -1.943  -3.398  -3.277
O  -1.601  -2.051  -3.694
H  -3.344  -4.325  -1.919
H  -3.869  -2.735  -2.620
H  -2.759  -2.754  -1.334
H  -2.186  -4.028  -4.133
H  -1.034  -3.841  -2.856
H  -1.688  -2.037  -4.651
O  -0.989  -0.594  -1.232
H  -1.447  -1.115  -1.912
H  -0.308  -0.118  -1.719

Forces on atoms 1 to 3 (eV/Å):
-0.458 0.166 0.679
0.125 -0.258 -0.460
0.565 0.752 0.368

Löwdin atomic charge list, values in e, 2 entries: number 1, C, carries -0.092; number 2, O, carries -0.191

***

[6]
Density functional theory data (ωB97M-V/def2-TZVPD) for a molecular structure, C14H42BF4O14Tl.

Calculated values
* frontier orbital gap: 1.834 eV
* ΔE to the lowest compared entry with this formula, charge and spin: 15.5 kcal/mol
* net charge: +2
* E: -60083.267 eV

Atoms and positions in Å:
Tl  -3.089  0.567  0.500
B  0.440  0.116  -0.148
F  -0.088  -0.757  0.810
F  -0.315  1.288  -0.074
F  1.761  0.414  -0.027
F  0.305  -0.483  -1.371
C  3.324  -0.921  -5.839
C  2.599  -1.519  -4.598
O  1.958  -0.552  -3.697
O  2.339  -0.648  -6.793
H  4.040  -1.587  -6.321
H  3.663  0.060  -5.506
H  3.210  -2.021  -3.847
H  1.846  -2.260  -4.864
H  2.645  0.072  -3.453
H  2.041  0.262  -6.860
C  4.210  2.397  -1.516
C  4.788  0.939  -1.628
O  4.531  0.362  -0.332
O  2.866  2.294  -1.920
H  4.729  2.922  -2.319
H  4.300  2.692  -0.471
H  5.852  1.177  -1.650
H  4.482  0.312  -2.465
H  3.576  0.445  -0.293
H  2.415  1.769  -1.254
C  -2.744  -1.144  4.040
C  -4.262  -1.074  3.814
O  -4.634  0.199  3.301
O  -1.982  -0.915  2.925
H  -2.544  -2.196  4.244
H  -2.376  -0.537  4.867
H  -4.914  -1.039  4.686
H  -4.390  -1.867  3.077
H  -5.140  0.680  3.960
H  -1.062  -0.952  3.195
C  1.148  0.494  4.893
C  0.224  0.897  6.085
O  -0.663  1.934  5.699
O  0.404  -0.301  4.041
H  2.014  -0.125  5.129
H  1.617  1.341  4.393
H  0.794  1.062  6.999
H  -0.456  0.058  6.233
H  -0.932  2.266  6.559
H  0.757  -0.439  3.159
C  -1.253  3.234  2.552
C  -1.186  3.928  1.141
O  -2.311  3.578  0.315
O  -1.157  1.817  2.566
H  -2.177  3.688  2.910
H  -0.625  3.728  3.293
H  -0.267  3.579  0.669
H  -1.182  5.012  1.250
H  -2.385  4.327  -0.281
H  -0.904  1.617  3.471
C  -3.260  0.962  -3.496
C  -4.388  -0.079  -3.304
O  -4.893  0.140  -2.003
O  -2.346  0.759  -2.391
H  -3.684  1.964  -3.558
H  -2.682  0.840  -4.412
H  -4.009  -1.097  -3.397
H  -5.079  0.100  -4.128
H  -5.783  0.416  -2.236
H  -1.431  0.951  -2.607
C  1.354  -5.438  -1.070
C  1.065  -4.029  -0.631
O  1.671  -3.129  -1.571
O  0.385  -5.777  -2.117
H  1.330  -6.181  -0.272
H  2.365  -5.579  -1.451
H  1.679  -3.706  0.209
H  0.018  -3.822  -0.409
H  1.256  -2.264  -1.538
H  0.595  -5.218  -2.868

Forces on atoms 1 to 3 (eV/Å):
0.190 0.141 -0.169
-2.238 -0.076 0.109
0.599 -0.303 0.681

Löwdin atomic charge list, values in e, 2 entries: number 1, Tl, carries 1.214; number 2, B, carries -1.396

***

Copy entry 4 word for word.
Density functional theory data (ωB97M-V/def2-TZVPD) for a molecular structure, C35H30GeN2O2V.

Calculated values
* frontier orbital gap (alpha / beta): 6.426 / 7.056 eV
* spin multiplicity: 2
* E: -126060.043 eV

Atoms and positions in Å:
V  -2.263  0.133  0.131
O  -2.430  -0.314  1.713
C  -2.596  -1.302  2.530
C  -2.568  -1.146  3.921
C  -2.857  -2.205  4.753
C  -3.161  -3.457  4.218
C  -3.131  -3.650  2.858
C  -2.836  -2.596  1.979
C  -2.782  -2.765  0.573
N  -2.370  -1.849  -0.261
C  -2.360  -2.248  -1.655
C  -1.977  -1.020  -2.508
N  -1.989  0.077  -1.611
C  -0.958  1.077  -1.639
C  -1.600  2.422  -1.784
C  -1.251  3.371  -2.721
C  -1.925  4.584  -2.763
C  -2.916  4.857  -1.832
C  -3.258  3.928  -0.866
C  -2.619  2.680  -0.836
O  -2.890  1.760  0.048
H  -2.306  -0.177  4.320
H  -2.863  -2.053  5.822
H  -3.404  -4.272  4.883
H  -3.316  -4.629  2.442
H  -3.090  -3.739  0.189
H  -1.634  -3.058  -1.807
H  -3.355  -2.620  -1.937
H  -0.983  -1.148  -2.972
H  -2.706  -0.881  -3.324
H  -0.213  0.897  -2.430
H  -0.456  3.159  -3.423
H  -1.668  5.312  -3.517
H  -3.426  5.811  -1.858
H  -4.013  4.143  -0.123
C  -0.425  0.951  -0.213
Ge  1.386  0.184  -0.016
C  2.190  0.264  -1.824
C  2.595  1.494  -2.331
C  3.049  1.609  -3.632
C  3.088  0.491  -4.449
C  2.668  -0.736  -3.963
C  2.226  -0.847  -2.656
C  1.621  -1.664  0.680
C  0.580  -2.352  1.283
C  0.747  -3.657  1.714
C  1.972  -4.283  1.558
C  3.031  -3.590  0.993
C  2.856  -2.291  0.554
C  2.339  1.485  1.152
C  1.661  2.065  2.219
C  2.278  3.002  3.029
C  3.588  3.376  2.779
C  4.273  2.809  1.718
C  3.653  1.870  0.914
H  -0.405  1.921  0.297
H  2.542  2.367  -1.692
H  3.374  2.571  -4.006
H  3.433  0.581  -5.469
H  2.689  -1.606  -4.605
H  1.897  -1.806  -2.273
H  -0.369  -1.848  1.409
H  -0.081  -4.182  2.169
H  2.105  -5.306  1.881
H  3.994  -4.070  0.890
H  3.683  -1.752  0.109
H  0.633  1.775  2.411
H  1.737  3.450  3.851
H  4.076  4.104  3.412
H  5.292  3.105  1.510
H  4.193  1.433  0.083

Forces on atoms 1 to 3 (eV/Å):
2.326 1.048 -2.887
-0.570 -0.637 5.101
-0.394 -2.296 1.005

Löwdin atomic charge list, values in e, 2 entries: number 1, V, carries 0.949; number 2, O, carries -0.144